Entry 1:
74
Properties=species:S:1:pos:R:3 method="wB97M-V/def2-TZVPD" relative_energy_kj_mol=243.6 total_charge=+2 homo_energy_ev=-12.84 total_energy_ha=-5123.8670 homo_lumo_gap_ha=0.23917
La 11.904 14.130 13.157
Br 18.822 15.634 16.379
C 17.326 14.746 15.768
C 17.448 13.781 14.776
C 16.285 13.303 14.136
C 14.996 13.810 14.392
O 13.952 13.388 13.653
C 14.877 14.863 15.442
C 13.554 15.371 15.769
N 12.390 14.920 15.450
C 11.393 14.643 16.377
C 11.692 14.591 17.792
C 10.641 14.216 18.642
C 9.317 14.260 18.221
C 9.000 14.308 16.835
C 7.714 14.266 16.260
C 7.559 13.998 14.935
C 8.715 13.768 14.151
N 9.893 14.191 14.522
C 10.082 14.373 15.875
C 16.066 15.189 16.195
H 18.436 13.480 14.450
H 16.558 12.654 13.258
H 13.655 16.316 16.326
H 12.759 14.908 18.040
H 10.860 13.869 19.632
H 8.524 14.109 18.946
H 6.873 14.315 16.942
H 6.584 13.928 14.491
H 8.603 13.550 13.092
H 16.008 15.813 17.047
C 12.134 18.674 12.155
S 12.445 17.258 11.051
C 14.222 17.304 11.109
O 12.110 15.934 11.829
H 12.610 18.561 13.133
H 11.007 18.751 12.237
H 12.545 19.437 11.524
H 14.579 16.798 10.189
H 14.602 16.694 11.906
H 14.482 18.341 11.185
C 11.448 8.223 10.406
Si 10.203 8.912 11.654
C 10.953 8.685 13.438
C 8.502 8.129 11.591
C 10.110 10.825 11.184
Te 12.073 11.776 10.903
C 11.599 13.009 9.251
Si 12.123 12.408 7.558
C 12.033 13.976 6.355
C 11.019 10.943 7.011
C 13.939 11.904 7.556
H 11.499 7.138 10.530
H 12.436 8.608 10.618
H 11.284 8.553 9.367
H 11.153 7.572 13.550
H 10.473 8.919 14.381
H 11.962 9.020 13.555
H 7.878 8.646 10.867
H 8.043 8.069 12.588
H 8.651 7.100 11.121
H 9.505 11.360 11.964
H 9.575 10.959 10.240
H 12.317 13.829 9.458
H 10.557 13.362 9.327
H 11.213 13.883 5.694
H 12.928 13.990 5.762
H 11.934 14.941 6.919
H 11.139 10.736 5.988
H 9.912 11.208 7.063
H 11.293 9.971 7.471
H 14.651 12.679 7.701
H 14.250 11.414 6.578
H 14.151 11.234 8.395

Entry 2:
106
Properties=species:S:1:pos:R:3 method="wB97M-V/def2-TZVPD" relative_energy_kj_mol=96.6 total_charge=+1 homo_energy_ev=-10.19 total_energy_ha=-9304.4748 homo_lumo_gap_ha=0.25697
Ti -0.795 -0.191 -0.211
O -1.489 -4.076 0.737
S -1.030 -2.855 1.326
O -2.095 -1.936 1.696
N -0.112 -1.990 0.300
C 0.444 -2.771 -0.725
C 1.091 -3.970 -0.546
C 1.568 -4.695 -1.650
C 1.369 -4.259 -2.930
C 0.643 -3.070 -3.155
C 0.286 -2.591 -4.432
C -0.517 -1.487 -4.538
C -0.927 -0.817 -3.377
N -0.568 -1.195 -2.169
C 0.193 -2.320 -2.043
C -0.136 -3.221 2.817
C -0.846 -3.808 3.855
C -0.202 -4.059 5.054
C 1.141 -3.730 5.202
C 1.844 -3.164 4.149
C 1.205 -2.906 2.945
H 1.227 -4.364 0.452
H 2.094 -5.622 -1.470
H 1.725 -4.829 -3.777
H 0.629 -3.126 -5.309
H -0.840 -1.122 -5.503
H -1.572 0.046 -3.449
H -1.888 -4.058 3.709
H -0.742 -4.503 5.878
H 1.641 -3.922 6.141
H 2.889 -2.915 4.264
H 1.744 -2.457 2.121
I -1.425 3.802 0.410
C -2.998 2.853 -0.610
C -4.245 3.472 -0.776
C -5.236 2.854 -1.489
I -7.032 3.912 -1.798
C -5.067 1.548 -1.997
C -6.016 0.828 -2.756
C -5.729 -0.443 -3.167
C -4.522 -1.038 -2.758
N -3.601 -0.397 -2.084
C -3.830 0.896 -1.757
C -2.742 1.602 -1.153
O -1.538 1.048 -1.158
H -4.399 4.463 -0.374
H -6.964 1.286 -3.005
H -6.419 -0.996 -3.786
H -4.310 -2.074 -3.001
C 3.795 1.325 -5.880
C 2.627 2.040 -5.269
C 1.921 3.026 -5.951
C 0.844 3.640 -5.339
C 0.510 3.227 -4.056
Br -0.963 4.078 -3.216
N 1.149 2.295 -3.388
C 2.190 1.722 -3.992
H 4.100 1.800 -6.809
H 3.527 0.288 -6.094
H 4.642 1.316 -5.194
H 2.216 3.313 -6.952
H 0.275 4.416 -5.828
H 2.707 0.964 -3.410
C -2.854 1.928 3.211
S -2.493 0.280 2.539
C -4.126 0.062 1.786
O -1.601 0.605 1.325
H -3.279 2.592 2.464
H -1.927 2.347 3.599
H -3.559 1.779 4.028
H -4.819 -0.184 2.588
H -4.056 -0.774 1.095
H -4.432 0.974 1.277
C 2.535 2.072 -0.927
Ge 1.432 0.953 0.314
C 2.834 -0.421 0.711
C 3.511 -0.525 1.925
C 4.481 -1.499 2.122
C 4.785 -2.396 1.109
C 4.137 -2.296 -0.113
C 3.179 -1.312 -0.304
C 1.430 2.114 1.956
C 1.855 3.417 1.849
C 1.842 4.306 2.940
C 1.390 3.891 4.158
C 0.941 2.562 4.330
C 0.478 2.101 5.585
C 0.039 0.818 5.748
C 0.047 -0.071 4.655
C 0.495 0.346 3.431
C 0.954 1.668 3.223
H 3.386 2.445 -0.358
H 1.980 2.912 -1.342
H 2.923 1.475 -1.747
H 3.277 0.171 2.723
H 5.006 -1.553 3.067
H 5.530 -3.165 1.268
H 4.384 -2.979 -0.915
H 2.689 -1.226 -1.269
H 2.204 3.791 0.896
H 2.183 5.322 2.796
H 1.366 4.566 5.003
H 0.486 2.789 6.421
H -0.301 0.472 6.715
H -0.287 -1.091 4.795
H 0.514 -0.351 2.601

Entry 3:
20
Properties=species:S:1:pos:R:3 method="wB97M-V/def2-TZVPD" relative_energy_kj_mol=0.0 total_charge=+1 homo_energy_ev=-15.08 total_energy_ha=-364.8637 homo_lumo_gap_ha=0.44972
C 0.941 1.461 -2.275
C 0.437 1.411 -0.839
N -0.840 0.643 -0.748
H 1.798 2.112 -2.321
H 0.181 1.830 -2.972
H 1.255 0.455 -2.569
H 0.234 2.386 -0.405
H 1.180 0.906 -0.222
H -1.044 0.427 0.251
H -1.634 1.188 -1.094
H -0.784 -0.224 -1.294
H -0.887 -2.671 -1.287
H 0.594 -2.573 -1.672
O -0.197 -2.036 -1.522
H 0.085 -2.545 4.491
H 1.099 -1.861 3.586
O 0.172 -1.833 3.848
H -1.083 1.044 2.551
H -0.544 -0.403 2.520
O -0.964 0.282 1.974

Entry 4:
9
Properties=species:S:1:pos:R:3 method="wB97M-V/def2-TZVPD" relative_energy_kj_mol=421.2 total_charge=+1 homo_energy_ev="-14.07 / -14.50" total_energy_ha=-171.2666 homo_lumo_gap_ha="0.33960 / 0.35027"
C 0.277 0.164 -0.259
N -0.604 -0.837 0.171
O 0.815 0.829 0.775
H 1.084 -0.179 -1.066
H -0.540 1.823 -1.103
H -1.333 -1.097 -0.543
H -0.136 -1.739 0.451
H -1.098 -0.483 1.065
H 1.535 1.519 0.511

Entry 5:
111
Properties=species:S:1:pos:R:3 method="wB97M-V/def2-TZVPD" relative_energy_kj_mol=92.9 total_charge=+1 homo_energy_ev="-9.62 / -9.61" total_energy_ha=-6913.2037 homo_lumo_gap_ha="0.25771 / 0.22790" spin_multiplicity=4
Re -0.713 0.015 0.113
O 1.422 0.575 0.480
S 1.750 -0.413 -0.681
C 2.925 0.489 -1.648
C 4.279 0.332 -1.471
C 5.226 0.957 -2.304
C 4.769 1.742 -3.320
C 5.508 2.488 -4.406
C 4.409 3.281 -5.161
C 3.117 2.878 -4.492
C 1.828 3.265 -4.710
C 0.828 2.732 -3.882
C 1.048 1.805 -2.875
P -0.539 1.391 -2.017
C -1.070 3.080 -1.571
C -0.427 3.669 -0.480
C -0.817 4.921 -0.033
C -1.847 5.599 -0.677
C -2.474 5.028 -1.774
C -2.089 3.768 -2.223
C -1.624 0.869 -3.389
C -3.003 0.838 -3.173
C -3.859 0.334 -4.139
C -3.345 -0.148 -5.336
C -1.978 -0.110 -5.564
C -1.118 0.394 -4.597
C 2.393 1.380 -2.634
C 3.380 1.967 -3.453
C 2.722 -1.710 0.020
C 3.455 -2.468 -0.860
C 4.258 -3.541 -0.436
C 4.323 -3.797 0.901
C 5.079 -4.853 1.673
C 4.758 -4.566 3.163
C 3.749 -3.442 3.130
C 3.055 -2.820 4.124
C 2.046 -1.906 3.754
C 1.756 -1.552 2.450
P 0.105 -0.770 2.312
C -1.102 -1.909 3.097
C -2.441 -1.507 3.067
C -3.429 -2.275 3.663
C -3.101 -3.480 4.270
C -1.785 -3.912 4.261
C -0.791 -3.134 3.680
C 0.250 0.658 3.447
C 1.501 1.237 3.673
C 1.617 2.389 4.440
C 0.485 2.986 4.974
C -0.765 2.434 4.733
C -0.885 1.280 3.972
C 2.628 -2.036 1.407
C 3.540 -3.033 1.796
H 4.638 -0.304 -0.676
H 6.283 0.793 -2.132
H 6.276 3.140 -3.991
H 6.013 1.780 -5.065
H 4.566 4.358 -5.081
H 4.389 3.042 -6.224
H 1.564 3.977 -5.485
H -0.186 3.077 -4.047
H 0.364 3.135 0.035
H -0.329 5.359 0.830
H -2.161 6.573 -0.319
H -3.269 5.561 -2.283
H -2.586 3.325 -3.078
H -3.401 1.216 -2.241
H -4.929 0.309 -3.956
H -4.010 -0.548 -6.091
H -1.573 -0.485 -6.497
H -0.053 0.401 -4.788
H 3.425 -2.226 -1.916
H 4.805 -4.127 -1.164
H 4.732 -5.843 1.373
H 6.150 -4.819 1.468
H 4.349 -5.441 3.667
H 5.651 -4.270 3.715
H 3.210 -3.054 5.171
H 1.429 -1.492 4.544
H -2.709 -0.584 2.573
H -4.458 -1.928 3.664
H -3.872 -4.086 4.731
H -1.522 -4.865 4.704
H 0.223 -3.503 3.672
H 2.388 0.784 3.250
H 2.595 2.818 4.620
H 0.577 3.883 5.575
H -1.654 2.905 5.135
H -1.866 0.867 3.793
O -1.460 -3.964 -0.447
S -0.251 -3.265 -0.812
O 0.084 -2.207 0.265
O 0.916 -4.084 -1.029
S -0.591 -2.022 -2.392
C -4.478 1.996 0.344
N -4.942 0.649 0.696
C -6.144 0.414 1.344
C -6.328 -0.918 1.371
N -5.240 -1.484 0.737
C -5.028 -2.930 0.542
C -4.385 -0.523 0.342
Se -2.747 -1.154 -0.500
H -4.769 2.687 1.130
H -4.942 2.314 -0.591
H -3.404 2.008 0.244
H -6.754 1.217 1.722
H -7.137 -1.509 1.771
H -5.963 -3.445 0.737
H -4.250 -3.294 1.210
H -4.703 -3.126 -0.475
F -1.546 1.510 1.013

Entry 6:
83
Properties=species:S:1:pos:R:3 method="wB97M-V/def2-TZVPD" total_charge=-1 homo_energy_ev=-3.83 total_energy_ha=-1503.2555 homo_lumo_gap_ha=0.23524
C 1.989 3.452 1.215
C 2.337 2.122 0.558
N 1.237 1.573 -0.200
B 1.500 0.152 -0.820
C 1.651 -0.968 0.362
C 0.270 -0.322 -1.854
C -0.819 0.662 -2.323
C -2.089 0.669 -1.457
C -1.799 0.909 0.020
C -2.960 0.833 1.005
N -4.222 1.461 0.599
H 1.105 3.342 1.855
H 2.815 3.849 1.817
H 1.740 4.212 0.466
H 3.261 2.243 -0.045
H 2.611 1.388 1.327
H 1.023 2.224 -0.952
H 2.579 0.193 -1.485
H 2.519 -0.841 1.021
H 1.745 -1.965 -0.089
H 0.746 -1.000 0.988
H 0.754 -0.736 -2.749
H -0.261 -1.180 -1.402
H -0.427 1.689 -2.365
H -1.135 0.425 -3.348
H -2.785 1.433 -1.837
H -2.611 -0.293 -1.582
H -1.025 0.200 0.327
H -1.303 1.875 0.126
H -3.187 -0.208 1.266
H -2.606 1.311 1.923
H -4.785 0.821 0.054
H -4.055 2.272 0.015
N 0.723 1.862 3.902
C 0.062 1.750 5.097
C -0.832 0.716 4.985
C -0.693 0.187 3.672
C 0.271 0.916 3.026
H 1.423 2.548 3.682
H 0.272 2.418 5.916
H -1.520 0.391 5.748
H -1.247 -0.622 3.227
H 0.644 0.848 2.014
N 0.141 -5.546 1.256
C -0.905 -4.691 1.030
C -0.782 -3.641 1.898
C 0.384 -3.866 2.679
C 0.930 -5.049 2.262
H 0.317 -6.392 0.748
H -1.630 -4.888 0.260
H -1.434 -2.786 1.945
H 0.785 -3.212 3.436
H 1.821 -5.567 2.575
N -3.496 -2.033 -6.328
C -3.288 -2.192 -4.983
C -1.938 -2.215 -4.764
C -1.304 -2.062 -6.028
C -2.290 -1.953 -6.972
H -4.394 -1.975 -6.770
H -4.113 -2.263 -4.295
H -1.453 -2.301 -3.805
H -0.244 -2.023 -6.214
H -2.236 -1.817 -8.039
N 6.351 -2.767 0.544
C 5.183 -3.322 0.095
C 4.369 -3.523 1.175
C 5.074 -3.071 2.325
C 6.292 -2.609 1.903
H 7.113 -2.480 -0.039
H 5.013 -3.492 -0.954
H 3.367 -3.916 1.143
H 4.712 -3.060 3.340
H 7.107 -2.165 2.449
N -2.386 4.437 -1.132
C -3.017 5.619 -1.409
C -2.583 6.548 -0.500
C -1.648 5.898 0.353
C -1.548 4.597 -0.062
H -2.503 3.578 -1.640
H -3.717 5.700 -2.223
H -2.899 7.577 -0.453
H -1.112 6.334 1.180
H -0.955 3.778 0.309

What did the first record say?
74
Properties=species:S:1:pos:R:3 method="wB97M-V/def2-TZVPD" relative_energy_kj_mol=243.6 total_charge=+2 homo_energy_ev=-12.84 total_energy_ha=-5123.8670 homo_lumo_gap_ha=0.23917
La 11.904 14.130 13.157
Br 18.822 15.634 16.379
C 17.326 14.746 15.768
C 17.448 13.781 14.776
C 16.285 13.303 14.136
C 14.996 13.810 14.392
O 13.952 13.388 13.653
C 14.877 14.863 15.442
C 13.554 15.371 15.769
N 12.390 14.920 15.450
C 11.393 14.643 16.377
C 11.692 14.591 17.792
C 10.641 14.216 18.642
C 9.317 14.260 18.221
C 9.000 14.308 16.835
C 7.714 14.266 16.260
C 7.559 13.998 14.935
C 8.715 13.768 14.151
N 9.893 14.191 14.522
C 10.082 14.373 15.875
C 16.066 15.189 16.195
H 18.436 13.480 14.450
H 16.558 12.654 13.258
H 13.655 16.316 16.326
H 12.759 14.908 18.040
H 10.860 13.869 19.632
H 8.524 14.109 18.946
H 6.873 14.315 16.942
H 6.584 13.928 14.491
H 8.603 13.550 13.092
H 16.008 15.813 17.047
C 12.134 18.674 12.155
S 12.445 17.258 11.051
C 14.222 17.304 11.109
O 12.110 15.934 11.829
H 12.610 18.561 13.133
H 11.007 18.751 12.237
H 12.545 19.437 11.524
H 14.579 16.798 10.189
H 14.602 16.694 11.906
H 14.482 18.341 11.185
C 11.448 8.223 10.406
Si 10.203 8.912 11.654
C 10.953 8.685 13.438
C 8.502 8.129 11.591
C 10.110 10.825 11.184
Te 12.073 11.776 10.903
C 11.599 13.009 9.251
Si 12.123 12.408 7.558
C 12.033 13.976 6.355
C 11.019 10.943 7.011
C 13.939 11.904 7.556
H 11.499 7.138 10.530
H 12.436 8.608 10.618
H 11.284 8.553 9.367
H 11.153 7.572 13.550
H 10.473 8.919 14.381
H 11.962 9.020 13.555
H 7.878 8.646 10.867
H 8.043 8.069 12.588
H 8.651 7.100 11.121
H 9.505 11.360 11.964
H 9.575 10.959 10.240
H 12.317 13.829 9.458
H 10.557 13.362 9.327
H 11.213 13.883 5.694
H 12.928 13.990 5.762
H 11.934 14.941 6.919
H 11.139 10.736 5.988
H 9.912 11.208 7.063
H 11.293 9.971 7.471
H 14.651 12.679 7.701
H 14.250 11.414 6.578
H 14.151 11.234 8.395